{
  "formula": "C18H22BCdF4N3O3S2",
  "method": "ωB97M-V with the def2-TZVPD basis set",
  "symbols": ["H", "C", "S", "C", "H", "H", "C", "C", "H", "H", "H", "B", "C", "C", "O", "C", "C", "Cd", "F", "H", "F", "H", "H", "S", "F", "H", "C", "N", "C", "C", "H", "H", "C", "H", "C", "H", "C", "C", "N", "H", "H", "N", "H", "C", "H", "H", "C", "C", "O", "H", "O", "H", "H", "F"],
  "xyz": [[-1.771016, -1.375104, 1.133249], [2.071514, -4.788738, 0.370419], [0.612885, 3.216525, -1.786026], [-0.508969, 1.341485, 2.866323], [-0.737574, 2.882086, 0.815482], [-5.241523, 0.478305, -0.645064], [-1.130769, 2.115351, 0.134701], [-1.855297, 2.362574, -2.281718], [0.144170, 0.604455, -2.818749], [-3.006010, 2.095991, 1.356086], [1.609116, -0.122312, 2.033552], [5.006947, 0.143930, 0.544144], [-2.628429, 2.018713, 0.339557], [-4.959394, 1.492701, -0.343248], [1.379201, 3.463444, -0.544033], [0.673804, -3.319273, -0.877636], [-0.933617, 2.611359, -1.287321], [1.571517, 0.989253, -0.417126], [5.316476, -0.309048, -0.738760], [2.218683, -5.715072, 0.912575], [5.819539, 1.201742, 0.924544], [-5.157326, 1.592329, 0.726280], [3.764206, -1.961287, -0.494041], [-0.743193, -2.685795, -1.669855], [5.076045, -0.905475, 1.463741], [-3.836571, 1.693775, -2.821491], [-0.523686, 0.278691, 1.752233], [-0.418552, -0.251557, -2.769065], [0.836422, -4.517993, -0.200071], [1.719549, -2.390241, -0.985157], [0.704728, -1.430901, 1.242011], [0.016291, -5.219890, -0.111033], [-3.507398, 1.754626, -0.654745], [0.547477, -1.166884, 2.979558], [-1.791675, -0.592886, 1.895858], [0.383876, 1.965983, 2.774953], [0.157289, -1.219452, -2.048749], [0.656131, -0.661112, 2.014498], [1.394910, -1.206805, -1.631137], [4.072611, -4.085353, 0.724989], [-5.615764, 2.182899, -0.883360], [-0.399090, 0.826759, 0.397132], [-0.496150, 0.860739, 3.850377], [-3.102372, 1.796668, -2.029653], [-1.382135, 1.993573, 2.822283], [-1.394838, -0.047069, -2.567746], [2.957847, -2.676781, -0.418815], [3.118458, -3.872834, 0.259667], [1.311420, 2.047073, -2.472260], [-1.592121, 2.636008, -3.301548], [0.498056, 4.338938, -2.693012], [-2.698706, -0.012234, 1.748484], [-1.829646, -1.066576, 2.885343], [3.622628, 0.614723, 0.523360]],
  "forces_ev_per_angstrom": [[0.01, 0.00, 0.00], [0.01, -0.01, 0.00], [0.04, 0.01, 0.04], [-0.01, 0.00, -0.01], [0.00, -0.01, 0.00], [0.00, 0.00, 0.00], [-0.01, 0.00, 0.00], [-0.02, -0.03, -0.01], [0.03, 0.07, -0.05], [-0.01, 0.00, 0.01], [0.00, 0.01, -0.01], [0.01, 0.00, 0.03], [0.02, 0.00, -0.01], [0.00, 0.00, 0.01], [-0.02, 0.11, -0.04], [0.03, -0.03, -0.01], [0.01, -0.03, 0.03], [-0.05, -0.10, 0.00], [0.01, 0.00, -0.02], [0.00, 0.00, 0.00], [0.00, 0.00, 0.00], [0.00, 0.00, 0.00], [0.01, 0.00, -0.01], [-0.02, -0.03, 0.04], [0.00, 0.00, 0.00], [0.00, 0.00, 0.00], [0.02, 0.01, -0.03], [0.00, 0.07, 0.02], [-0.01, 0.01, -0.02], [-0.05, 0.01, -0.02], [0.01, 0.00, -0.02], [0.00, 0.00, 0.01], [0.00, 0.00, -0.01], [0.00, 0.00, 0.00], [0.01, 0.00, 0.02], [0.00, 0.00, 0.00], [0.02, -0.12, 0.02], [0.00, -0.02, 0.02], [0.05, 0.07, -0.01], [0.00, 0.00, 0.00], [0.00, 0.00, 0.00], [0.01, 0.05, 0.00], [0.00, 0.00, 0.00], [0.00, 0.01, 0.00], [0.00, 0.01, 0.00], [-0.04, 0.00, -0.01], [-0.03, -0.02, 0.03], [-0.01, 0.00, -0.01], [0.02, -0.04, 0.07], [0.01, 0.00, 0.00], [0.00, -0.01, -0.01], [-0.01, 0.01, 0.00], [0.00, 0.00, 0.00], [-0.03, 0.03, -0.02]],
  "mulliken_charge": [0.207, -0.335, 1.576, -1.822, 0.467, 0.297, 1.059, -0.308, 0.386, 0.284, 0.261, 0.173, -1.894, -1.689, -0.808, 1.216, -1.126, 1.708, -0.404, 0.341, -0.353, 0.343, 0.505, -0.368, -0.400, 0.211, 1.787, -0.420, -0.525, -0.868, 0.324, 0.360, 2.197, 0.544, -1.598, 0.324, 0.546, -2.239, -0.749, 0.408, 0.411, 0.074, 0.487, -1.451, 0.340, 0.192, -0.083, -0.739, -1.044, 0.348, -0.775, 0.351, 0.473, -0.203],
  "orbital_gap_ev": 4.71,
  "e_homo_ha": -0.016,
  "lumo_ha": 0.1570,
  "total_energy_ha": -2477.84960,
  "charge": -2,
  "relative_energy_kj_mol": 0.00
}